Entry 1:
13
Properties=species:S:1:pos:R:3:forces:R:3:nbo_charge:R:1 method="wB97M-V/def2-TZVPD" energy_ev=-5309.646 total_charge=0 homo_ev=-7.85
C 0.496 -1.576 -0.526 -0.10 -0.12 0.00 -0.5979
C -0.577 -0.865 0.320 -0.03 0.00 -0.02 -0.4194
C -0.073 0.456 0.830 0.20 -0.14 0.04 -0.2640
C -0.005 1.513 0.020 -0.79 -0.17 -0.59 -0.3242
C -0.125 2.286 -1.084 0.15 -0.40 0.09 -0.1827
H 0.791 -0.961 -1.384 -0.09 -0.04 0.18 0.2116
H 1.397 -1.790 0.060 -0.15 0.08 -0.03 0.2027
H 0.110 -2.527 -0.907 0.07 0.09 0.04 0.2070
H -1.460 -0.695 -0.304 -0.02 -0.09 0.09 0.2065
H -0.861 -1.502 1.161 -0.09 0.01 -0.08 0.2081
H 0.455 0.502 1.780 0.13 -0.13 -0.27 0.2147
H 0.991 2.046 0.057 0.37 1.21 0.23 0.3550
H -0.901 3.077 -1.107 0.34 -0.30 0.33 0.1826


Entry 2:
20
Properties=species:S:1:pos:R:3:forces:R:3:nbo_charge:R:1 method="wB97M-V/def2-TZVPD" energy_ev=-11982.633 total_charge=0 homo_ev=-7.25
C -0.891 1.123 -1.142 -0.14 -0.84 0.39 -0.5160
C 1.077 -1.362 1.063 0.02 0.07 -0.18 -0.6847
C -1.136 0.783 1.459 -0.14 -0.36 -0.08 -0.5958
C -1.348 -0.318 -1.156 1.03 -0.09 -2.08 0.7329
C 0.822 -0.201 0.149 -0.68 0.89 0.93 0.5101
C -0.450 0.447 0.162 1.00 0.34 0.32 -0.2906
N 1.878 0.302 -0.536 -0.39 -0.32 0.43 -0.7883
O -0.121 -1.234 -1.616 -1.19 0.21 -0.49 -0.8151
O -2.471 -0.789 -1.230 1.22 0.15 0.80 -0.6213
H 0.479 -0.755 -2.216 -0.84 -0.17 0.14 0.4610
H 2.779 -0.148 -0.435 -0.26 0.29 -0.23 0.4025
H 1.809 1.259 -0.861 0.23 -0.35 -0.02 0.4057
H -1.720 1.817 -1.025 0.15 -0.04 -0.05 0.2380
H -0.145 1.440 -1.869 -0.08 0.05 0.03 0.1990
H 1.908 -1.974 0.703 -0.02 0.09 0.00 0.2233
H 1.324 -0.999 2.064 -0.01 -0.02 0.00 0.2376
H 0.190 -1.994 1.110 0.07 0.12 0.03 0.2575
H -2.161 1.110 1.265 0.07 -0.05 -0.01 0.2296
H -1.206 -0.090 2.112 0.03 0.05 0.06 0.2152
H -0.616 1.583 1.997 -0.08 -0.02 0.01 0.1994


Entry 3:
14
Properties=species:S:1:pos:R:3:forces:R:3:nbo_charge:R:1 method="wB97M-V/def2-TZVPD" energy_ev=-12394.679 total_charge=0 homo_ev=-9.11
C -0.735 0.099 1.277 0.16 -0.20 0.20 -0.6836
C 0.165 -0.136 0.097 1.09 -0.65 0.01 0.1628
C 0.838 1.118 -0.404 0.25 -0.07 0.04 -0.6844
C -0.472 -0.954 -0.999 0.19 -0.18 0.03 -0.6836
I 2.054 -1.510 0.788 -1.31 0.85 -0.24 -0.1236
H -0.208 0.577 2.100 0.01 -0.01 0.02 0.2283
H -1.187 -0.827 1.627 0.02 0.00 0.04 0.2256
H -1.538 0.770 0.959 -0.05 0.04 -0.08 0.2205
H 1.598 0.889 -1.149 -0.03 0.01 -0.02 0.2291
H 1.310 1.662 0.411 0.02 0.04 0.02 0.2245
H 0.097 1.771 -0.868 -0.19 0.04 -0.01 0.2153
H 0.240 -1.174 -1.792 -0.01 0.02 -0.02 0.2278
H -0.862 -1.895 -0.616 -0.03 -0.01 0.01 0.2258
H -1.301 -0.390 -1.430 -0.12 0.14 0.00 0.2157


Entry 4:
59
Properties=species:S:1:pos:R:3:forces:R:3:nbo_charge:R:1 method="wB97M-V/def2-TZVPD" energy_ev=-101883.356 total_charge=-1 homo_ev=-3.64
Pd -0.301 -0.009 0.097 0.13 0.19 -0.27 0.5007
C 4.012 -3.119 3.989 0.00 0.02 -0.03 -0.6126
C 3.553 -2.296 2.814 -0.02 0.02 0.00 -0.1017
C 4.064 -1.023 2.556 -0.01 -0.02 0.00 -0.2102
C 3.596 -0.237 1.521 -0.04 0.00 0.00 -0.2160
C 2.564 -0.669 0.656 0.03 -0.06 -0.05 0.1817
N 1.985 0.097 -0.300 0.03 0.20 0.02 -0.7217
C 2.768 0.978 -1.004 -0.06 -0.21 0.10 0.2650
C 3.991 0.562 -1.569 0.03 -0.01 0.03 -0.2562
C 4.763 1.371 -2.377 -0.04 0.03 0.00 -0.2162
C 4.363 2.671 -2.677 0.03 -0.02 -0.01 -0.0813
C 5.178 3.570 -3.571 -0.02 -0.02 0.02 -0.6146
C 3.179 3.113 -2.109 -0.01 0.02 0.03 -0.2127
C 2.390 2.301 -1.299 -0.09 0.12 -0.03 0.0742
N 1.223 2.881 -0.727 0.12 -0.31 -0.06 -0.1766
C 0.528 3.937 -1.212 0.07 0.00 -0.11 -0.0511
C -0.295 4.377 -0.214 -0.11 -0.03 0.08 -0.3458
C -0.043 3.491 0.854 -0.06 -0.02 0.02 -0.0542
N 0.858 2.577 0.537 0.18 0.57 0.14 -0.2522
C 2.120 -1.993 0.890 -0.04 -0.07 -0.19 0.0553
C 2.572 -2.762 1.949 -0.01 -0.04 0.01 -0.2000
N 1.270 -2.621 -0.077 -0.02 0.16 0.22 -0.1482
C 1.434 -3.853 -0.597 0.11 -0.03 -0.08 -0.0360
C 0.409 -4.065 -1.490 -0.06 0.03 0.04 -0.3583
C -0.345 -2.883 -1.439 0.09 0.01 -0.20 -0.0378
N 0.185 -2.016 -0.589 0.07 -0.51 0.02 -0.2879
H 4.930 -2.708 4.412 0.00 -0.01 0.00 0.2052
H 4.211 -4.154 3.702 0.00 0.00 0.01 0.2014
H 3.264 -3.139 4.786 0.00 0.00 0.00 0.2064
H 4.840 -0.629 3.206 0.00 0.01 -0.01 0.1947
H 3.997 0.757 1.369 0.01 0.00 0.01 0.2094
H 4.305 -0.455 -1.362 0.02 0.00 -0.01 0.2079
H 5.691 0.988 -2.792 -0.01 -0.02 0.01 0.1945
H 6.185 3.173 -3.706 0.00 0.01 0.00 0.2047
H 5.267 4.574 -3.150 0.00 0.00 -0.01 0.2058
H 4.726 3.670 -4.561 0.01 0.00 0.00 0.2046
H 2.876 4.142 -2.261 -0.01 0.00 -0.01 0.2011
H 0.652 4.273 -2.227 0.02 0.00 0.01 0.2142
H -1.015 5.176 -0.259 -0.01 -0.01 0.00 0.2284
H -0.490 3.479 1.834 0.01 -0.01 0.01 0.2109
H 2.145 -3.751 2.087 0.03 0.00 0.01 0.2016
H 2.283 -4.452 -0.317 -0.02 -0.02 0.00 0.2205
H 0.240 -4.932 -2.104 0.01 0.00 0.02 0.2215
H -1.215 -2.611 -2.012 -0.03 0.04 0.06 0.2164
Cl -1.853 -0.591 3.005 -0.02 0.03 -0.04 -0.0074
C -2.143 0.467 1.641 0.27 -0.03 -0.05 -0.1452
C -2.241 -0.173 0.337 -0.85 -0.37 0.29 -0.0881
C -2.609 0.770 -0.699 -0.02 0.28 -0.35 -0.0990
Cl -2.890 0.140 -2.320 0.17 0.03 0.28 -0.0227
C -2.954 2.088 -0.452 -0.09 -0.06 -0.28 -0.0756
Cl -3.414 3.128 -1.764 0.03 -0.04 0.08 0.0120
C -2.978 2.595 0.848 0.03 0.11 0.21 -0.1619
Cl -3.460 4.229 1.166 -0.01 -0.08 -0.04 0.0056
C -2.553 1.770 1.884 0.00 0.02 0.09 -0.0695
Cl -2.512 2.396 3.500 0.01 0.01 -0.02 0.0133
C -2.868 -1.565 0.295 0.09 0.11 0.02 -0.6473
H -2.266 -2.283 0.845 0.01 0.00 0.00 0.2299
H -2.978 -1.910 -0.728 0.04 -0.02 -0.01 0.2177
H -3.864 -1.528 0.747 0.01 0.00 0.00 0.2034